Record 1
{"formula": "C8H20ClFN2O2P2", "method": "ωB97M-V/def2-TZVPD", "lumo_energy_ev": -0.37, "largest_force_ev_per_a": 1.04, "species": ["C", "C", "O", "C", "C", "C", "C", "C", "Cl", "P", "O", "C", "P", "N", "N", "H", "H", "H", "H", "H", "H", "H", "H", "H", "H", "H", "H", "H", "H", "H", "H", "H", "H", "H", "H", "F"], "positions_angstrom": [[2.537108, -1.460177, 2.627114], [2.788164, -0.623040, 1.381363], [1.829223, -0.939896, 0.373025], [2.276488, -1.134783, -0.950336], [1.695898, -0.075520, -1.885177], [0.279402, 0.322221, -1.546304], [0.022370, 1.268625, -0.412818], [-1.491889, 1.408490, -0.498325], [-2.000690, 2.452642, -1.867454], [-2.098477, 2.222612, 1.039849], [-1.340001, 1.879581, 2.259255], [-1.960078, -0.059799, -0.763571], [-2.985747, -0.921211, 0.506156], [-4.504835, -0.746776, 0.270994], [-0.676876, -0.804746, -1.164060], [2.584564, -0.847883, 3.525201], [3.280297, -2.246731, 2.742332], [1.553351, -1.921811, 2.571702], [2.708146, 0.441680, 1.607246], [3.791134, -0.794789, 0.984454], [3.366334, -1.147081, -1.022375], [1.938650, -2.131463, -1.263382], [1.763735, -0.461668, -2.905020], [2.240010, 0.869669, -1.857179], [-0.183058, 0.749754, -2.436934], [0.587087, 2.283183, -0.565457], [0.191917, 0.747662, 0.536509], [-2.148792, 3.562433, 0.645788], [-3.453436, 1.827638, 1.065673], [-2.607530, -0.051368, -1.640903], [-2.468391, -0.374199, 1.691245], [-2.408559, -2.213495, 0.481224], [-5.031244, -1.590624, 0.092845], [-0.891261, -1.432145, -1.937537], [-0.295459, -1.324716, -0.369675], [1.112444, 3.267729, -1.315470]], "forces_ev_per_a": [[0.2, 0.0, 0.1], [0.1, 0.2, 0.0], [0.0, -0.5, 0.1], [0.0, 0.1, -0.2], [0.1, -0.3, 0.2], [0.0, 0.4, -0.3], [-0.7, -0.5, 0.6], [0.3, -0.3, 0.3], [-0.2, 0.0, 0.0], [-0.1, -0.1, -0.2], [0.0, -0.1, 0.1], [0.0, 0.2, -0.5], [0.0, 0.0, 0.1], [0.1, -0.2, 0.1], [-0.8, 0.2, -0.1], [-0.1, 0.0, 0.0], [0.0, -0.1, -0.1], [-0.1, 0.0, 0.0], [-0.1, 0.0, 0.0], [0.0, 0.0, 0.0], [0.0, 0.0, 0.1], [0.0, 0.0, 0.0], [0.0, 0.1, -0.1], [0.1, 0.0, 0.1], [0.1, 0.0, -0.1], [0.2, 0.2, -0.4], [0.3, 0.2, 0.0], [0.1, 0.1, 0.0], [-0.1, 0.2, -0.1], [0.0, -0.1, 0.0], [0.1, -0.1, 0.1], [0.1, 0.0, 0.0], [-0.1, 0.1, 0.0], [0.1, -0.2, 0.1], [0.2, 0.0, 0.0], [0.3, 0.3, -0.1]]}

=====

Record 2
{"formula": "C8H20ClFeIN2OPS", "method": "ωB97M-V/def2-TZVPD", "charge": 2, "relative_energy_kcal_mol": 0.0, "lumo_energy_ev": [-7.25, -11.31], "spin_multiplicity": 6, "largest_force_ev_per_a": 5.10, "species": ["C", "I", "H", "H", "H", "Fe", "P", "C", "C", "H", "H", "H", "C", "H", "H", "H", "H", "H", "H", "C", "O", "Cl", "C", "N", "C", "S", "N", "C", "H", "H", "H", "H", "H", "H", "H", "H"], "positions_angstrom": [[2.316413, -1.357614, -0.637271], [2.393388, 1.228692, 0.115069], [1.259997, -1.069807, -0.787605], [2.303359, -2.457839, -0.503084], [2.901280, -1.066093, -1.532461], [-2.521810, -0.267351, 0.019734], [-0.562768, 0.316859, -2.635115], [0.948739, 0.904208, -3.528373], [-1.113907, -0.900548, -3.924618], [-2.639272, 1.520706, -2.668471], [-1.782185, 1.786234, -4.222735], [-1.237073, 2.628100, -2.734321], [-1.664544, 1.703954, -3.135924], [-2.127626, -1.230605, -3.655534], [-1.123332, -0.438510, -4.925332], [0.733115, 0.939833, -4.600474], [1.795577, 0.231586, -3.371798], [-0.438043, -1.769761, -3.925762], [1.235348, 1.899443, -3.181329], [2.910611, -0.752301, 0.575983], [3.479180, -1.232852, 1.528562], [-4.253955, -0.093574, -1.349993], [1.401027, -0.180798, 3.878818], [0.470010, -1.107880, 3.215823], [-0.579127, -0.663246, 2.483237], [-1.021037, -1.591269, 1.099140], [-1.253279, 0.441008, 2.878783], [-1.355054, 0.856416, 4.288054], [1.156395, 0.857364, 3.605572], [2.421873, -0.429303, 3.559655], [1.332996, -0.317624, 4.969535], [0.921282, -1.942897, 2.825510], [-2.106275, 0.638547, 2.342953], [-0.760461, 1.761506, 4.467359], [-2.405382, 1.093289, 4.495533], [-1.035448, 0.062142, 4.970872]], "forces_ev_per_a": [[-0.2, -3.1, -0.6], [0.1, 2.7, 1.0], [0.7, 0.0, 0.3], [0.3, 0.3, -0.4], [-0.2, -0.3, 0.6], [-1.3, -0.3, -0.9], [0.2, 1.3, -4.9], [0.9, -0.1, 1.3], [-0.3, -1.4, 1.3], [0.0, 0.3, -0.3], [0.3, -0.4, 0.1], [-0.2, 0.0, -0.1], [-0.5, 0.4, 1.9], [0.3, -0.1, -0.3], [0.2, 0.2, 0.6], [-0.4, -0.1, 0.2], [-0.1, 0.1, -0.1], [-0.3, 0.2, -0.1], [0.0, -0.1, 0.0], [0.6, -1.2, 1.3], [-1.4, 1.4, -2.2], [1.2, 0.0, 0.8], [0.1, 0.1, 0.9], [-0.6, 0.4, -1.8], [0.7, 0.4, 1.6], [-0.2, -0.1, -0.3], [-0.3, -1.1, -0.5], [0.0, 0.6, 0.5], [0.2, -0.5, 0.1], [-0.4, 0.1, 0.0], [0.1, 0.2, -0.4], [-0.4, 0.4, 0.3], [0.7, -0.1, 0.5], [-0.2, -0.3, 0.0], [0.3, -0.1, -0.1], [-0.1, 0.1, -0.3]]}

=====

Record 3
{"formula": "C8H20FNOSi2", "method": "ωB97M-V/def2-TZVPD", "lumo_energy_ev": [0.74, -2.81], "spin_multiplicity": 3, "largest_force_ev_per_a": 6.28, "species": ["C", "C", "C", "C", "C", "C", "C", "C", "N", "O", "F", "Si", "Si", "H", "H", "H", "H", "H", "H", "H", "H", "H", "H", "H", "H", "H", "H", "H", "H", "H", "H", "H", "H"], "positions_angstrom": [[-0.143198, -1.810016, -1.101818], [-0.555703, 0.028146, 2.964794], [0.922035, -2.500532, 1.615649], [2.415304, 0.260012, 1.379258], [-0.707263, 1.039422, -2.673746], [-0.418878, 2.751728, -0.212411], [-2.713782, 0.937124, -0.426281], [1.102626, -1.961397, -1.893096], [0.143149, -0.165513, -0.149528], [-1.195069, -2.289642, -1.325523], [2.232027, -1.229348, -1.609686], [0.629370, -0.499330, 1.452731], [-0.890951, 1.040361, -0.809782], [-0.969685, 0.973347, 2.806805], [-1.304032, -0.719152, 2.948926], [0.045127, 0.081153, 3.755737], [1.056599, -2.726418, 2.576559], [0.146097, -3.041418, 1.212343], [1.979681, -2.738339, 1.089617], [2.409493, 1.300820, 1.303894], [2.904209, 0.217371, 2.307953], [2.886231, -0.173351, 0.622091], [-1.187829, 1.803282, -3.205958], [0.269226, 1.289561, -3.120344], [-1.033114, 0.232476, -3.130776], [0.565073, 3.201588, -0.574235], [-1.231420, 3.549102, -0.383345], [-0.326343, 2.813283, 0.781500], [-3.292549, 1.770417, -0.979275], [-3.215411, 0.079740, -0.976594], [-2.946276, 0.932706, 0.669529], [0.937587, -1.544315, -2.934389], [1.487669, -2.902869, -1.980598]], "forces_ev_per_a": [[4.4, -2.1, 2.0], [0.3, -0.8, -5.1], [3.4, 3.7, -3.8], [-3.6, 0.9, 2.9], [2.6, 3.1, 1.6], [0.1, 2.0, -3.5], [-1.9, -0.4, -1.0], [-0.9, 3.5, -3.6], [-1.3, 0.7, -0.2], [-2.9, 0.3, -1.0], [0.5, 0.9, 1.9], [1.3, -1.9, 2.0], [-0.5, 2.3, -1.5], [-0.8, 1.6, -0.3], [-0.8, -0.8, 0.5], [2.2, -0.2, 3.6], [0.5, -0.9, 4.1], [-1.6, -1.3, -1.1], [-2.6, 0.5, 0.9], [-0.4, 1.9, -1.0], [0.8, -1.1, 1.4], [2.2, -1.9, -3.1], [-1.7, 1.6, -0.1], [0.4, -0.7, 0.8], [-1.5, -4.4, -2.0], [-1.2, -0.8, 0.0], [1.0, -1.3, -0.3], [0.4, -0.2, 4.2], [1.3, -0.6, 1.2], [0.8, 0.4, 1.1], [0.0, 0.0, -1.0], [-0.5, -0.9, 0.3], [0.0, -3.0, 0.1]]}

=====

Record 4
{"formula": "C8H20LiNO7", "method": "ωB97M-V/def2-TZVPD", "relative_energy_kcal_mol": 17.9, "lumo_energy_ev": 0.25, "largest_force_ev_per_a": 1.63, "species": ["Li", "N", "O", "O", "O", "C", "O", "C", "C", "O", "C", "H", "H", "H", "H", "H", "H", "H", "H", "H", "H", "C", "O", "C", "C", "O", "C", "H", "H", "H", "H", "H", "H", "H", "H", "H", "H"], "positions_angstrom": [[-0.150985, 0.510679, 0.101034], [-1.955353, 2.828899, 1.072638], [-1.210167, 3.792881, 0.780415], [-1.471795, 1.653311, 1.043817], [-3.153716, 3.005106, 1.327603], [-3.036051, -0.784952, -0.626395], [-1.647937, -1.104506, -0.685242], [-1.348497, -2.324239, 0.027432], [-1.133982, -1.946755, 1.474659], [-0.095317, -0.993566, 1.502060], [0.132348, -0.473502, 2.801343], [-3.255609, 0.074781, -1.255192], [-3.417751, -0.569206, 0.373524], [-3.555038, -1.657847, -1.041529], [-0.456181, -2.701762, -0.467926], [-2.179684, -3.029676, -0.028085], [-0.851816, -2.805216, 2.092908], [-2.125123, -1.612218, 1.798213], [0.800026, -1.145097, 3.354307], [-0.784120, -0.323564, 3.376952], [0.583046, 0.513042, 2.690245], [0.388821, -0.483611, -3.005508], [0.633330, 0.461469, -1.977215], [1.873559, 1.151241, -1.996895], [2.012602, 1.758925, -0.618483], [1.919928, 0.727662, 0.353197], [3.163709, 0.158848, 0.724874], [1.012234, -1.378504, -2.931016], [0.547846, 0.032346, -3.957025], [-0.652892, -0.772991, -2.908482], [1.861262, 1.904134, -2.789836], [2.698623, 0.450421, -2.163067], [1.316833, 2.583980, -0.443587], [2.990900, 2.248718, -0.538375], [2.952994, -0.393014, 1.633943], [3.858179, 0.975763, 0.972056], [3.735777, -0.331993, -0.067364]], "forces_ev_per_a": [[-0.5, -0.1, 0.1], [-0.2, 1.4, -0.8], [-0.3, -0.8, 0.3], [0.2, -0.7, 0.0], [0.8, -0.5, 0.1], [-0.3, -0.5, -0.4], [-0.1, -0.2, 0.3], [0.2, 1.0, -0.2], [0.1, -0.8, -0.5], [-0.6, 0.3, 0.2], [0.3, 0.3, 0.4], [0.3, 0.1, 0.0], [0.3, 0.0, 0.1], [-0.3, 0.2, 0.1], [0.1, -0.3, 0.2], [0.0, -0.1, -0.3], [-0.1, -0.1, -0.1], [0.4, 0.6, 0.5], [-0.1, 0.1, 0.0], [-0.1, -0.1, -0.2], [0.1, -0.1, 0.0], [0.0, 0.7, -0.2], [-0.2, -0.2, 0.7], [-0.4, -0.3, 0.0], [1.1, 0.5, -0.4], [-0.3, 0.4, -0.2], [0.4, 1.4, 0.3], [0.2, 0.1, 0.1], [0.0, -0.4, -0.2], [0.0, 0.0, 0.0], [0.2, 0.1, 0.0], [0.0, -0.1, -0.1], [-0.6, -0.5, 0.3], [0.1, -0.1, -0.1], [0.3, -0.5, -0.2], [-0.2, 0.1, 0.4], [-0.7, -0.7, -0.1]]}

=====

Record 5
{"formula": "C8H20N3", "method": "ωB97M-V/def2-TZVPD", "charge": 1, "relative_energy_kcal_mol": 113.8, "lumo_energy_ev": [-3.04, -3.04], "largest_force_ev_per_a": 4.30, "species": ["C", "C", "C", "C", "C", "C", "C", "C", "N", "N", "N", "H", "H", "H", "H", "H", "H", "H", "H", "H", "H", "H", "H", "H", "H", "H", "H", "H", "H", "H", "H"], "positions_angstrom": [[1.477035, 0.785641, -0.961350], [0.616915, 1.941419, -0.375896], [1.583894, -0.440139, -0.043749], [-1.175074, 0.392426, 0.043472], [1.105866, 2.531502, 0.859826], [2.375497, -1.424599, -0.988726], [-3.376133, -0.224348, -1.015689], [-0.121376, -1.768242, 1.297261], [-1.718755, 0.632801, 1.212246], [-1.975551, 0.012834, -1.029980], [0.188151, -0.960541, 0.110929], [0.963290, 0.390602, -1.777893], [2.484509, 1.217635, -1.268035], [-0.163565, 2.577395, -0.953851], [2.014056, -0.346179, 0.948184], [0.405278, 3.187511, 1.361035], [1.986659, 3.207877, 0.793554], [1.332475, 1.921135, 1.727885], [2.202983, -2.475483, -0.845804], [3.348348, -1.369249, -0.772392], [2.147931, -1.122035, -2.136143], [-3.626595, -0.568317, 0.056729], [-4.016886, 0.634531, -1.445277], [-3.579685, -1.080225, -1.685291], [0.682981, -2.417432, 1.545365], [-0.227132, -1.076820, 2.059110], [-0.952508, -2.401808, 1.172600], [-2.635092, 0.224469, 1.520774], [-1.222263, 1.265771, 1.858367], [-1.487359, 0.005436, -1.975278], [-0.031269, -1.470024, -0.784519]], "forces_ev_per_a": [[0.1, 3.4, 1.8], [-2.8, -2.5, -0.9], [-0.6, -1.4, -1.6], [1.9, 1.9, -2.7], [0.2, 1.6, 2.1], [-3.8, 0.8, -1.9], [-1.8, -0.4, 0.4], [1.6, -0.1, -1.5], [-1.2, 0.1, 2.1], [3.2, 0.5, -1.0], [-0.5, -0.7, -1.5], [-0.6, -0.2, -1.8], [-1.1, -0.9, 0.4], [2.0, -1.3, 0.5], [0.2, 0.3, -0.1], [-0.7, 0.5, -0.4], [-0.2, -0.5, -0.6], [0.4, -1.1, -0.3], [-0.8, -0.5, 0.1], [4.1, 0.8, 0.4], [0.8, -1.0, 2.7], [-0.3, 0.7, -1.9], [0.9, -1.1, 1.2], [0.0, 0.2, 0.5], [0.9, -0.6, 0.2], [-0.6, 1.1, 1.8], [-1.3, -0.3, -0.3], [1.4, 0.8, -0.4], [-0.7, -0.8, -0.5], [-1.0, 0.1, 2.0], [0.2, 0.5, 1.4]]}

=====

Record 6
{"formula": "C8H20N3", "method": "ωB97M-V/def2-TZVPD", "charge": 1, "relative_energy_kcal_mol": 106.0, "lumo_energy_ev": -2.43, "largest_force_ev_per_a": 5.10, "species": ["C", "C", "C", "C", "C", "C", "C", "C", "N", "N", "N", "H", "H", "H", "H", "H", "H", "H", "H", "H", "H", "H", "H", "H", "H", "H", "H", "H", "H", "H", "H"], "positions_angstrom": [[1.875035, 0.155307, 0.441136], [3.989810, 0.492772, -0.795624], [-0.592921, -1.931326, -0.393557], [-3.149189, -0.301744, 0.719479], [-2.058495, 0.301677, -1.421726], [-1.615581, 1.554217, 0.463970], [2.946454, 1.167313, 0.141114], [-0.734240, -0.651796, 0.435285], [0.742447, 0.632507, 0.075768], [2.206125, -0.955426, 1.097034], [-1.912692, 0.198080, 0.054684], [4.950156, 0.728254, -0.475843], [3.869893, 0.956042, -1.772958], [3.683203, -0.575937, -0.923657], [-0.154994, -2.620166, 0.228810], [-1.596223, -2.255731, -0.474236], [-0.244787, -1.847432, -1.361843], [-3.142916, -1.398597, 0.814398], [-3.194963, 0.002168, 1.712412], [-3.993586, 0.259659, 0.195138], [-1.028438, 0.345303, -1.631298], [-2.538986, -0.696568, -1.896879], [-2.688349, 1.147611, -1.589800], [-1.520670, 1.609742, 1.528304], [-0.748484, 1.993379, 0.069969], [-2.334502, 2.182656, 0.117423], [2.585895, 2.151724, -0.372307], [3.379355, 1.341591, 1.145847], [-0.689131, -0.777489, 1.488678], [3.118746, -1.083624, 1.287863], [1.521968, -1.763722, 1.302905]], "forces_ev_per_a": [[-1.5, 2.1, -0.6], [-2.7, -0.1, -0.8], [-2.1, 2.4, 1.9], [-1.0, 0.5, -1.6], [-1.4, -3.8, -0.3], [0.4, 0.4, 1.9], [1.0, 0.5, -0.3], [3.5, 2.2, -2.4], [-2.9, -3.6, 0.3], [-4.7, -2.0, 0.0], [0.5, -0.9, 0.5], [1.9, -0.4, 0.5], [0.1, -0.2, -0.2], [1.1, 0.7, 0.2], [1.5, -1.9, 0.9], [-1.3, -0.9, -0.3], [1.3, 0.3, -1.7], [-0.4, 0.4, -1.0], [0.3, 0.9, 1.8], [0.7, -1.5, 0.6], [1.0, 0.7, -1.6], [1.1, 2.4, 1.2], [-0.1, 0.4, -0.6], [-0.1, 0.0, 0.7], [1.3, -0.3, -0.7], [-2.8, 1.6, -0.5], [0.2, -2.0, 1.5], [0.1, 0.5, -0.6], [-0.3, -0.1, 0.9], [3.5, -0.8, 0.9], [1.8, 2.2, -0.6]]}